Here is a molecular structure, C38H93As2F12N11O5 from OMol25. Energies are from ωB97M-V with the def2-TZVPD basis set.

Calculated values
net charge	+6
gap between HOMO and LUMO	7.75	eV
DFT total energy	-8149.98605	a.u.

```
161
Properties=species:S:1:pos:R:3:forces:R:3
C -6.677 0.315 -5.202 1.681 -0.570 0.160
C -5.907 0.119 -3.776 -0.430 0.183 -1.583
C -4.434 -0.450 -3.904 -1.963 -0.281 0.653
O -3.817 -0.513 -2.610 0.194 0.384 0.234
C -2.522 -1.153 -2.612 -0.329 0.378 -0.696
N -5.923 1.495 -3.065 0.266 -1.495 -1.199
H -6.716 1.968 -3.475 -0.388 0.703 0.262
H -6.003 1.391 -2.064 -0.166 0.226 0.163
H -5.067 1.973 -3.307 0.460 0.826 0.080
H -7.561 0.952 -5.204 0.087 0.032 0.482
H -6.948 -0.593 -5.741 -0.391 -0.648 1.041
H -6.002 0.642 -5.993 0.388 0.947 0.395
H -6.542 -0.498 -3.142 0.319 -0.243 -0.042
H -3.844 0.077 -4.654 0.081 0.209 0.123
H -4.636 -1.472 -4.225 0.328 -0.123 -0.376
H -1.738 -0.464 -2.929 -0.125 0.193 -0.227
H -2.541 -1.990 -3.309 0.065 -0.216 0.205
H -2.226 -1.479 -1.615 -0.541 -0.129 0.037
C -4.332 2.847 0.598 0.682 1.036 0.235
C -3.813 1.547 1.201 -1.000 -1.471 -1.259
C -4.941 0.640 1.757 1.660 0.078 1.774
O -4.315 -0.639 2.223 -0.353 2.581 -1.595
C -5.301 -1.491 2.720 -1.243 -0.515 0.293
N -3.200 0.692 0.096 -0.161 1.021 -0.341
H -2.487 1.139 -0.463 0.777 0.820 -0.081
H -2.828 -0.194 0.408 -0.310 -0.478 0.226
H -3.947 0.598 -0.576 -0.254 -0.951 -0.518
H -4.863 3.448 1.336 -0.102 -0.223 0.139
H -4.945 2.851 -0.303 -0.391 -0.944 0.100
H -3.537 3.505 0.245 0.428 -0.127 0.349
H -3.020 1.645 1.942 -0.264 0.393 0.091
H -5.858 0.474 1.191 0.387 -0.197 -0.702
H -5.270 1.251 2.598 -0.288 -0.409 0.566
H -4.834 -2.465 2.867 -0.217 0.142 0.620
H -6.165 -1.672 2.080 0.275 0.018 -0.902
H -5.823 -1.014 3.549 0.495 -0.448 0.811
C 2.628 -3.958 -2.329 -1.038 -1.179 0.081
C 2.625 -4.782 -1.008 0.812 2.778 -0.400
C 1.216 -5.127 -0.510 0.487 -1.312 -0.356
O 1.182 -6.005 0.614 -0.277 -0.426 -0.799
C 1.887 -5.584 1.743 0.427 0.725 0.645
N 3.618 -5.919 -1.156 -1.113 0.170 0.614
H 3.506 -6.518 -0.351 0.259 -0.541 0.560
H 3.508 -6.525 -1.956 -0.334 -0.183 -0.729
H 4.553 -5.538 -1.183 0.506 -0.018 0.027
H 3.522 -3.378 -2.557 0.198 -0.403 0.245
H 1.784 -3.269 -2.362 -0.014 -0.043 0.264
H 2.422 -4.709 -3.092 0.185 0.323 -0.597
H 3.122 -4.100 -0.317 -0.015 -0.366 0.552
H 0.755 -5.636 -1.357 -0.362 -0.491 0.264
H 0.590 -4.247 -0.365 0.509 0.480 0.194
H 1.844 -6.232 2.618 -0.378 -0.810 -0.640
H 1.489 -4.654 2.148 0.110 0.572 -0.283
H 2.948 -5.476 1.515 0.230 0.289 0.194
C 3.161 4.023 -0.259 -0.130 1.782 -0.472
C 2.169 4.436 -1.372 0.554 -0.643 -0.735
C 2.761 5.102 -2.665 0.721 0.279 0.665
O 3.601 4.192 -3.370 -0.585 0.036 0.655
C 3.762 4.487 -4.751 -1.464 -0.798 -0.643
N 1.424 3.161 -1.807 0.515 0.516 0.531
H 0.796 3.248 -2.594 -0.224 0.483 -0.533
H 2.135 2.471 -2.003 0.215 -0.325 -0.376
H 0.870 2.812 -1.038 -0.269 -0.091 0.272
H 3.563 5.009 -0.027 0.404 0.029 0.309
H 4.038 3.420 -0.494 -0.394 -0.315 -0.323
H 2.638 3.753 0.659 -0.010 -0.480 -0.140
H 1.437 5.072 -0.875 -0.081 0.125 -0.538
H 3.381 5.961 -2.410 0.048 0.084 0.667
H 2.004 5.586 -3.283 -0.571 -0.645 -0.181
H 3.970 5.509 -5.068 1.125 0.010 0.663
H 2.799 4.363 -5.245 -0.572 -0.284 -0.009
H 4.357 3.665 -5.150 0.625 0.686 -0.039
C 3.969 -0.676 3.349 -1.446 -1.023 1.324
C 4.634 0.366 2.558 1.172 1.588 -0.863
C 6.051 0.886 2.942 1.192 0.338 -1.899
O 6.636 1.882 1.898 -1.976 -2.435 1.875
C 6.049 3.171 2.053 0.238 0.525 0.454
N 4.789 -0.171 1.139 -0.062 0.771 -0.153
H 5.371 -0.993 1.059 0.679 -0.205 0.347
H 3.955 -0.398 0.615 -0.997 0.009 0.285
H 5.220 0.595 0.641 0.889 0.416 -0.499
H 2.899 -0.644 3.143 -0.225 0.059 -0.234
H 4.011 -0.549 4.431 0.508 0.193 -0.016
H 4.233 -1.711 3.131 0.599 0.088 -0.024
H 4.022 1.262 2.461 -0.323 -0.144 -0.169
H 6.682 -0.002 2.898 0.553 0.223 -0.115
H 6.164 1.274 3.955 -0.463 0.283 -0.125
H 6.064 3.474 3.100 -0.115 -0.012 0.108
H 5.031 3.234 1.669 -0.228 -0.159 -0.015
H 6.636 3.925 1.529 0.208 -0.374 -0.195
C 0.814 4.024 -7.673 0.095 -0.441 -0.106
C 1.383 2.617 -8.023 0.021 1.171 -0.023
N 1.554 1.806 -6.814 0.977 -0.629 0.929
C 0.659 1.690 -5.780 0.667 -0.681 1.099
C 1.143 0.709 -4.943 -0.042 0.212 -0.787
N 2.309 0.191 -5.503 -0.199 1.851 0.238
C 2.583 0.971 -6.602 -1.137 -1.254 0.668
C 3.174 -0.852 -4.883 -0.179 0.124 -0.923
H 0.534 4.580 -8.567 0.207 -0.171 -0.061
H 1.589 4.581 -7.145 0.096 0.053 -0.202
H -0.054 4.065 -7.016 -0.153 -0.469 -0.138
H 2.379 2.782 -8.433 -0.008 -0.165 -0.069
H 0.854 1.968 -8.721 -0.406 0.518 -0.083
H -0.153 2.372 -5.578 -0.057 -0.174 -0.442
H 0.742 0.362 -4.002 0.118 -0.095 -0.180
H 3.425 0.845 -7.268 -0.034 -0.027 0.022
H 2.748 -1.312 -3.991 -0.516 0.505 -0.201
H 4.135 -0.427 -4.595 0.005 -0.081 -0.355
H 3.235 -1.628 -5.647 0.573 -0.056 0.196
C -4.318 -0.457 6.066 0.408 -0.648 -0.346
C -3.111 -1.308 5.738 -0.313 -0.462 0.033
N -1.931 -0.505 5.512 2.224 0.747 0.175
C -0.983 -0.171 6.448 1.261 0.496 1.022
C 0.046 0.561 5.864 -1.834 -1.107 -0.277
N -0.286 0.624 4.544 -2.933 -0.663 -0.822
C -1.529 -0.026 4.352 2.280 1.467 -0.003
C 0.461 1.374 3.536 -0.328 -0.110 -0.351
H -5.144 -1.168 6.037 -0.324 0.410 0.546
H -4.472 0.273 5.271 -0.058 0.189 0.198
H -4.129 0.001 7.036 -0.634 0.132 -0.081
H -3.246 -1.910 4.840 -0.160 0.047 -0.052
H -2.865 -1.987 6.554 -0.115 -0.002 0.050
H -1.047 -0.465 7.485 -0.270 0.023 -0.065
H 0.943 1.049 6.216 -0.176 -0.200 0.353
H -2.146 -0.082 3.468 0.335 0.024 -0.232
H 0.574 0.741 2.656 0.522 -0.036 0.144
H 1.388 1.694 4.011 0.047 -0.144 -0.360
H -0.068 2.257 3.178 -0.165 0.089 0.426
C -0.562 -4.878 7.514 1.239 0.731 -0.426
C 0.323 -3.688 7.017 0.068 -1.480 0.289
N 0.117 -3.449 5.588 -3.033 1.080 -1.287
C 0.905 -2.679 4.754 1.322 -0.737 2.947
C 0.342 -2.686 3.577 -0.186 1.286 -3.728
N -0.830 -3.359 3.621 -2.364 0.524 0.154
C -1.038 -3.721 4.875 2.038 -1.015 1.294
C -1.797 -3.524 2.490 1.806 -0.602 -0.835
H -0.103 -5.243 8.433 -0.491 0.223 0.255
H -0.473 -5.722 6.830 -0.169 0.060 -0.169
H -1.600 -4.564 7.630 0.075 -0.224 0.285
H 1.383 -3.943 7.027 -0.017 -0.126 0.589
H 0.175 -2.793 7.622 -0.097 0.106 -0.261
H 1.811 -2.225 5.128 -0.014 -0.156 -0.167
H 0.617 -2.196 2.655 0.229 -0.056 0.054
H -1.890 -4.277 5.237 0.128 -0.032 0.038
H -1.534 -2.833 1.688 -0.123 0.631 0.441
H -2.868 -3.494 2.693 0.419 -0.080 0.562
H -1.462 -4.451 2.024 -0.775 -0.478 0.147
As -2.121 4.182 -2.543 -1.178 4.296 -1.497
F -3.626 3.294 -2.875 0.825 -0.406 0.360
F -1.316 3.468 -3.944 -0.424 -0.506 1.082
F -0.611 5.072 -2.286 -0.473 -1.130 0.281
F -2.874 5.077 -1.263 0.384 -1.306 0.505
F -1.604 2.869 -1.370 -0.295 0.734 -1.055
F -2.753 5.565 -3.534 1.129 -2.387 0.574
As 0.882 -0.361 -0.567 0.405 -0.680 -0.414
F -0.296 -0.537 0.765 0.094 0.827 -0.911
F 1.891 -1.395 0.479 0.142 0.402 -0.901
F 2.125 -0.268 -1.870 -1.142 -0.235 1.571
F -0.149 0.703 -1.563 0.954 -1.081 1.466
F 1.694 1.040 0.265 -1.103 -1.193 -0.939
F 0.154 -1.846 -1.284 0.873 1.708 0.541
```
Forces are in eV/Å.